Here is C28H31CrF6N5O3 as an isolated structure from the Open Molecules 2025 dataset. Energies are from ωB97M-V with the def2-TZVPD basis set.

Summary:
Kohn-Sham gap (alpha / beta), eV: 6.66 / 8.29
Charge: +1
LUMO level (alpha / beta), hartree: -0.14639 / -0.09021
2S+1: 4
E, eV: -87854.991
Energy relative to the best compared isomer or geometry (same formula, charge and spin), kJ/mol: 44.8

Last column: Löwdin spin population.
Element x y z (Å)
Cr: 0.1611 0.8915 -0.5111  3.014
C: 0.1152 -5.6636 -2.7210  -0.002
C: 0.1950 -4.4061 -1.9041  -0.011
C: 1.2534 -4.1759 -1.0260  0.002
C: 1.3484 -2.9956 -0.3203  -0.012
C: 0.3805 -1.9909 -0.4310  0.003
N: 0.5386 -0.7736 0.2728  -0.125
C: 0.9791 -0.8941 1.6129  0.001
C: 0.4245 -1.8748 2.4431  -0.010
C: 0.7600 -1.9664 3.7761  0.002
C: 1.6517 -1.0656 4.3591  -0.008
C: 1.9773 -1.1328 5.8242  -0.001
C: 2.1973 -0.0860 3.5491  0.001
C: 1.8831 -0.0074 2.1935  -0.007
N: 2.5217 0.9951 1.4203  0.000
C: 3.7323 1.5482 1.6337  0.009
C: 3.8709 2.6046 0.7655  0.001
C: 2.6798 2.6280 0.0387  0.009
N: 1.8722 1.6491 0.4331  -0.005
C: -0.6797 -2.2283 -1.3072  -0.009
C: -0.7580 -3.4103 -2.0379  0.002
N: -1.7242 -1.2801 -1.4711  0.000
C: -3.0142 -1.5087 -1.7835  0.012
C: -3.6507 -0.2907 -1.8627  0.001
C: -2.6561 0.6480 -1.5858  0.012
N: -1.4973 0.0388 -1.3582  -0.007
H: 0.6158 -6.4905 -2.2194  0.000
H: 0.5989 -5.5251 -3.6898  -0.001
H: -0.9186 -5.9526 -2.9066  0.000
H: 2.0228 -4.9287 -0.9083  0.000
H: 2.1874 -2.8310 0.3421  0.000
H: -0.2860 -2.5685 2.0172  0.000
H: 0.3129 -2.7430 4.3846  0.000
H: 2.1087 -2.1647 6.1486  0.000
H: 1.1705 -0.7024 6.4204  -0.001
H: 2.8897 -0.5853 6.0547  0.000
H: 2.8723 0.6459 3.9745  0.000
H: 4.3993 1.1439 2.3749  0.001
H: 4.7179 3.2582 0.6612  0.000
H: 2.3641 3.2873 -0.7484  0.000
H: -1.5715 -3.5451 -2.7396  0.000
H: -3.3863 -2.5108 -1.9047  0.001
H: -4.6874 -0.1117 -2.0845  0.000
H: -2.7085 1.7230 -1.5260  0.000
C: -3.2050 -1.5580 1.5908  0.000
O: -2.2581 -0.5113 1.5064  0.002
C: -2.8206 0.7270 1.8593  0.000
C: -1.7600 1.7763 2.0570  0.002
O: -1.1148 2.1588 0.8323  0.038
C: -0.6161 3.5060 0.9142  0.003
H: -3.5324 -1.7094 2.6245  0.000
H: -2.7235 -2.4664 1.2316  0.000
H: -4.0817 -1.3525 0.9673  0.000
H: -3.3675 0.6430 2.8080  0.000
H: -3.5379 1.0560 1.0951  0.000
H: -1.0027 1.4444 2.7756  0.000
H: -2.2559 2.6609 2.4641  0.000
H: -1.4358 4.1792 1.1694  0.001
H: -0.2209 3.7676 -0.0624  0.001
H: 0.1659 3.5776 1.6730  0.000
C: -0.5686 1.7716 -3.9989  0.004
C: 0.3840 2.5512 -3.0933  0.007
O: 0.2460 2.2851 -1.7461  0.062
C: 0.1160 4.0635 -3.2568  -0.001
F: -1.1852 4.3194 -3.0311  0.000
F: 0.8149 4.7968 -2.3799  0.001
F: 0.4134 4.4947 -4.4872  -0.001
C: 1.8299 2.2091 -3.5345  0.002
F: 2.7479 3.0546 -3.0407  0.000
F: 2.1402 0.9758 -3.0839  0.005
F: 1.9768 2.1975 -4.8609  0.001
H: -1.5930 1.9728 -3.7031  0.000
H: -0.3749 0.7038 -3.9005  0.000
H: -0.4444 2.0535 -5.0423  0.000